(1)
Entry from the OMol25 dataset: a molecular structure, C35H49BCdN10S4 (the ωB97M-V functional and the def2-TZVPD basis).

Last column: Mulliken charge in e.
CARTESIAN COORDINATES (ANGSTROEM)
Cd (2.4518, -1.2860, 1.2834)  1.59
C (-0.0324, -3.2738, -2.7680)  -1.75
C (-0.1254, -1.8038, -2.5233)  0.04
C (-0.3520, -0.9131, -3.5252)  -0.51
C (-0.4113, 0.4793, -3.2665)  -0.21
N (-0.2858, 0.9323, -2.0485)  -0.46
N (-0.0835, 0.0467, -1.0549)  0.99
B (-0.0960, 0.6893, 0.3286)  -1.81
N (1.1233, 1.5019, 0.7553)  -0.32
N (0.0516, 2.2371, 0.3981)  0.37
C (-0.0122, 3.5300, 0.5306)  0.56
C (1.1916, 4.1451, 0.9887)  -1.19
C (2.3053, 3.4350, 1.3136)  0.44
C (3.5547, 4.0946, 1.7860)  -1.84
C (2.2716, 1.9840, 1.2255)  0.65
S (3.5692, 1.0156, 1.6668)  -0.47
C (-1.2751, 4.2992, 0.2357)  2.54
C (-2.3822, 3.3541, -0.2150)  -1.85
C (-0.9736, 5.3341, -0.8585)  -1.46
C (-1.6951, 5.0145, 1.5288)  -1.84
N (-1.0982, 0.0794, 1.2853)  0.89
N (-2.2657, -0.0046, 0.6066)  -0.07
C (-3.3033, -0.5116, 1.2040)  -0.20
C (-3.2126, -0.9261, 2.5610)  -0.60
C (-2.0433, -0.8359, 3.2454)  0.18
C (-1.9167, -1.2736, 4.6666)  -1.93
C (-0.8910, -0.3324, 2.5491)  1.10
S (0.6442, -0.2833, 3.2632)  -0.41
C (-4.5544, -0.6744, 0.3499)  2.20
C (-4.7970, 0.5969, -0.4681)  -1.40
C (-4.2976, -1.8539, -0.5994)  -1.53
C (-5.7849, -0.9655, 1.2099)  -2.16
C (0.0408, -1.2802, -1.2062)  1.49
S (0.3683, -2.3073, 0.1282)  -0.53
C (-0.6819, 1.5081, -4.3570)  2.05
C (-2.1814, 1.8392, -4.3134)  -1.45
C (-0.3262, 0.9599, -5.7403)  -2.11
C (0.1392, 2.7721, -4.0927)  -1.21
H (-0.0856, -3.4892, -3.8327)  0.44
H (0.8982, -3.6680, -2.3582)  0.23
H (-0.8439, -3.7987, -2.2610)  0.34
H (-0.4704, -1.2705, -4.5379)  0.40
H (1.2054, 5.2219, 1.0860)  0.38
H (3.4323, 5.1734, 1.8327)  0.41
H (3.8297, 3.7158, 2.7715)  0.41
H (4.3832, 3.8541, 1.1178)  0.39
H (-2.0850, 2.7781, -1.0916)  -0.10
H (-2.6536, 2.6532, 0.5742)  0.22
H (-3.2694, 3.9344, -0.4672)  0.73
H (-0.6306, 4.8580, -1.7767)  0.10
H (-1.8843, 5.8885, -1.0828)  0.49
H (-0.2193, 6.0539, -0.5406)  0.39
H (-1.8740, 4.3040, 2.3370)  0.38
H (-0.9515, 5.7384, 1.8619)  0.39
H (-2.6222, 5.5575, 1.3447)  0.48
H (-4.0871, -1.3247, 3.0545)  0.50
H (-2.8770, -1.6083, 5.0518)  0.39
H (-1.1920, -2.0849, 4.7484)  0.34
H (-1.5425, -0.4592, 5.2876)  0.37
H (-3.9411, 0.8302, -1.1010)  0.05
H (-5.6689, 0.4544, -1.1066)  0.54
H (-4.9926, 1.4525, 0.1807)  0.35
H (-3.4529, -1.6384, -1.2568)  0.22
H (-4.0797, -2.7698, -0.0470)  0.36
H (-5.1795, -2.0314, -1.2154)  0.46
H (-5.9503, -0.1893, 1.9592)  0.48
H (-6.6678, -0.9994, 0.5725)  0.42
H (-5.7170, -1.9298, 1.7153)  0.40
H (-2.7905, 0.9479, -4.4764)  0.37
H (-2.4591, 2.2725, -3.3525)  0.15
H (-2.4227, 2.5586, -5.0962)  0.47
H (-0.9837, 0.1462, -6.0484)  0.39
H (-0.4398, 1.7559, -6.4755)  0.45
H (0.7082, 0.6140, -5.7868)  0.44
H (-0.0783, 3.1814, -3.1082)  -0.27
H (1.2096, 2.5674, -4.1501)  0.36
H (-0.1037, 3.5255, -4.8417)  0.52
C (4.3824, -5.5661, 0.9687)  -1.91
C (4.0317, -4.1523, 1.3169)  0.73
N (3.8217, -3.2209, 0.4680)  -0.21
N (3.9394, -3.4790, -0.8592)  -0.20
C (3.8129, -2.4720, -1.7747)  0.41
N (4.0795, -2.8417, -3.0349)  -0.38
S (3.3719, -0.9058, -1.3983)  -0.35
C (3.9559, -3.7311, 2.7481)  0.69
C (4.4914, -4.5177, 3.7532)  -0.77
C (4.4654, -4.0515, 5.0618)  -0.45
C (3.9065, -2.8166, 5.3223)  -0.98
C (3.3839, -2.0925, 4.2612)  -0.18
N (3.4028, -2.5368, 3.0079)  0.23
H (3.8675, -5.8911, 0.0642)  0.50
H (5.4585, -5.6823, 0.8199)  0.38
H (4.0790, -6.2477, 1.7581)  0.46
H (4.2847, -4.3815, -1.1563)  0.26
H (4.4932, -3.7294, -3.2692)  0.18
H (4.0526, -2.1322, -3.7474)  0.25
H (4.9444, -5.4711, 3.5288)  0.33
H (4.8860, -4.6482, 5.8593)  0.45
H (3.8708, -2.4103, 6.3222)  0.43
H (2.9345, -1.1217, 4.4214)  0.53

Calculated values
net charge: +2
orbital gap: 7.61 eV
strongest force on any atom: 0.253 eV/A
LUMO level: -5.279 eV

(2)
Entry from the OMol25 dataset: a molecular structure, C35H28ClGeIrN4O2S2 in a non-equilibrium geometry (the ωB97M-V functional and the def2-TZVPD basis).

Last column: Mulliken charge in e.
CARTESIAN COORDINATES (ANGSTROEM)
Ir (-1.6429, -1.3006, -2.7098)  0.13
S (1.2675, -3.9162, -4.8198)  -0.34
C (-0.1567, -3.8723, -5.7822)  -0.44
C (-1.1374, -3.1188, -5.2170)  -0.49
C (-0.7647, -2.5391, -3.9562)  -0.20
C (0.5195, -2.9023, -3.6336)  -0.28
C (1.1067, -2.4382, -2.3905)  1.38
C (2.3913, -2.7438, -1.9906)  -1.01
C (2.8317, -2.2124, -0.7670)  -0.92
C (1.9918, -1.4674, -0.0010)  -0.45
C (0.6268, -1.2255, -0.4064)  0.92
N (0.2449, -1.6799, -1.6586)  -0.06
H (-0.1850, -4.3993, -6.7239)  0.43
H (-2.1030, -2.9635, -5.6799)  0.34
H (3.0311, -3.3474, -2.6193)  0.30
H (3.8468, -2.3948, -0.4279)  0.43
H (2.3346, -1.0695, 0.9462)  0.35
H (-1.2848, -0.4658, 0.0271)  0.52
S (-2.8933, 0.6437, -1.3327)  -0.50
C (-1.6288, 1.7501, -1.1476)  0.30
N (-0.7591, 1.9792, -2.1742)  0.33
C (0.3059, 2.7736, -2.0636)  -0.10
C (0.5495, 3.4218, -0.8838)  -0.97
C (-0.3991, 3.2161, 0.1230)  0.04
N (-1.4475, 2.4324, 0.0090)  -0.36
H (-0.8765, 1.5669, -3.1255)  0.27
H (0.8964, 2.8464, -2.9674)  0.40
H (1.4134, 4.0509, -0.7382)  0.49
H (-0.2903, 3.7224, 1.0794)  0.63
N (-3.9933, -0.8337, -4.5606)  -0.83
C (-3.0455, -1.0106, -3.8102)  0.40
H (-3.9750, -0.0095, -5.1564)  0.26
C (-0.2762, -0.5533, 0.3989)  -0.55
Ge (0.0069, -0.0212, 2.1763)  0.67
C (1.0671, -1.2992, 3.2543)  -0.18
C (0.8455, -2.6666, 3.0871)  -0.44
C (1.5392, -3.6023, 3.8408)  -0.60
C (2.4740, -3.1848, 4.7810)  -0.42
C (2.7113, -1.8295, 4.9564)  -0.62
C (2.0124, -0.8977, 4.1953)  -0.27
C (-1.6762, 0.1691, 3.1699)  -0.26
C (-2.8998, 0.2631, 2.5078)  0.13
C (-4.0852, 0.3889, 3.2226)  -0.72
C (-4.0677, 0.4207, 4.6101)  -0.38
C (-2.8577, 0.3213, 5.2844)  -0.71
C (-1.6757, 0.1947, 4.5655)  -0.37
C (0.9774, 1.6973, 2.3926)  -0.02
C (0.6640, 2.6392, 3.3713)  -0.38
C (1.3577, 3.8413, 3.4660)  -0.72
C (2.3896, 4.1196, 2.5804)  -0.49
C (2.7153, 3.1938, 1.5966)  -0.60
C (2.0097, 2.0015, 1.5018)  0.03
H (0.1341, -2.9968, 2.3366)  0.31
H (1.3593, -4.6600, 3.6876)  0.38
H (3.0208, -3.9147, 5.3671)  0.34
H (3.4452, -1.4959, 5.6818)  0.38
H (2.2161, 0.1600, 4.3319)  0.31
H (-2.9402, 0.2493, 1.4236)  0.00
H (-5.0230, 0.4652, 2.6851)  0.43
H (-4.9938, 0.5179, 5.1656)  0.34
H (-2.8350, 0.3347, 6.3685)  0.37
H (-0.7378, 0.0951, 5.1041)  0.41
H (-0.1491, 2.4424, 4.0625)  0.31
H (1.0880, 4.5631, 4.2290)  0.37
H (2.9314, 5.0560, 2.6500)  0.33
H (3.5102, 3.4079, 0.8912)  0.44
H (2.2456, 1.3062, 0.7027)  0.34
Cl (0.2696, 0.5817, -8.3264)  -0.29
C (-0.4108, 0.4025, -6.6633)  0.07
C (-0.6172, 1.7492, -5.9339)  0.32
O (-1.0850, 2.7035, -6.5604)  -0.72
O (-0.3151, 1.6768, -4.7098)  -0.74
H (0.2552, -0.2461, -6.1060)  0.12
H (-1.3748, -0.0862, -6.7876)  0.11

Calculated values
net charge: -2
orbital gap: 5.32 eV
strongest force on any atom: 1.145 eV/A
LUMO level: 4.055 eV